[1]
The following is a quantum chemistry calculation of 2 unconnected molecules or ions with the total composition C3H9NOS at a distorted geometry, from OMol25.

Geometry as XYZ:
```
15
Properties=species:S:1:pos:R:3:forces:R:3:nbo_charge:R:1
C 1.81934 -0.00560 -0.48094 2.71 -0.67 -0.53 -0.66
C 0.15543 -1.50979 0.59651 -0.08 0.06 -0.71 -0.44
C 1.35489 -1.20535 0.15672 0.65 -1.63 2.25 -0.08
N -2.53634 2.18680 -0.31408 -0.31 2.24 -3.79 -0.36
O -2.18817 1.12578 -1.08814 0.48 -0.32 0.11 -0.72
S 2.64169 -2.32320 0.74646 -1.02 -0.68 0.11 -0.04
H 2.29155 -0.39755 -1.42227 0.14 1.03 0.67 0.23
H 0.99889 0.55831 -0.73604 -1.75 1.71 -0.63 0.23
H 2.53279 0.52219 0.21323 -0.51 -0.33 -1.08 0.22
H 0.04761 -2.47960 1.02042 -0.83 -0.29 0.47 0.18
H -0.65722 -0.86484 0.41117 -1.06 0.50 -0.22 0.22
H -1.73515 2.88851 -0.17818 -1.48 -0.95 0.03 0.37
H -3.39699 2.66512 -0.77738 1.86 -0.06 0.54 0.36
H -2.95516 1.91442 0.50709 -0.48 -0.93 3.17 0.37
H 1.62684 -3.07520 1.34541 1.69 0.33 -0.38 0.13
```
Positions in Å, forces in eV/Å.

Values from the calculation:
* HOMO: -0.3005 Ha
* energy relative to the best compared isomer or geometry (same formula, charge and spin): 109.20 kcal/mol
* total energy: -17625.469 eV
* SMILES: [NH3+][O-].C=C(C)S
* gap between HOMO and LUMO: 8.456 eV

=====

[2]
The following is a quantum chemistry calculation of a gas-phase ion, C4H7O (charge +1) at a distorted geometry, from OMol25.

Geometry as XYZ:
```
12
Properties=species:S:1:pos:R:3:forces:R:3:nbo_charge:R:1
C 1.24315 1.49989 -0.00831 -1.37 -1.58 -0.41 -0.35
C -1.89048 -0.03945 -0.02468 -2.61 0.21 -0.28 0.38
C 0.53294 0.35747 -0.00497 -0.66 1.64 -0.61 0.30
C 0.58167 -1.14239 0.06741 3.06 0.81 -0.37 -0.74
O -1.05948 0.82053 -0.02273 2.58 1.81 0.72 -0.34
H 0.76443 2.49194 -0.10583 0.24 -0.84 0.24 0.27
H 2.31825 1.44874 -0.01373 0.22 -0.08 0.12 0.27
H -2.96100 0.14620 0.10541 0.24 0.51 0.04 0.21
H -1.57624 -0.98298 -0.25680 0.36 -2.84 -0.19 0.16
H 0.08498 -1.72005 -0.69726 -0.33 0.23 -0.37 0.26
H 1.68506 -1.44081 -0.08727 -1.54 0.59 0.49 0.31
H 0.27671 -1.43909 1.04875 -0.17 -0.48 0.63 0.26
```
Positions in Å, forces in eV/Å.

Values from the calculation:
* HOMO: -0.5711 Ha
* energy relative to the best compared isomer or geometry (same formula, charge and spin): 15.38 kcal/mol
* total energy: -6298.737 eV
* charge: +1
* gap between HOMO and LUMO: 9.964 eV

=====

[3]
The following is a quantum chemistry calculation of 3 unconnected molecules or ions with the total composition C32H41BF3N2O12 at a distorted geometry, from OMol25.

Geometry as XYZ:
```
91
Properties=species:S:1:pos:R:3:forces:R:3:mulliken_charge:R:1
C -1.52800 -2.05906 4.21333 -0.34 -0.30 0.82 -0.48
O -2.66187 -2.45262 3.47466 0.33 0.58 -0.17 -0.49
C -2.67587 -2.02362 2.12772 -0.99 -1.04 -0.77 0.15
C -2.45705 -3.19953 1.12801 0.62 1.05 0.25 -1.20
C -1.50141 -2.81203 -0.02740 -0.24 -1.00 -0.26 0.32
C -0.15516 -3.55633 -0.02334 -0.30 0.45 0.19 -0.74
C 0.51279 -3.64697 1.35350 1.21 -0.42 -0.16 -0.15
C 1.87417 -2.89880 1.41611 -1.10 0.15 0.43 -1.20
C 1.70623 -1.58754 2.20979 0.77 -0.20 -1.00 -0.26
C 2.86046 -0.61378 1.82263 -1.14 0.17 0.43 -1.61
C 2.47699 0.40460 0.76355 -0.17 -0.99 0.64 0.73
C 1.58350 0.07631 -0.23652 0.46 -0.45 0.86 -0.08
C 1.23034 0.98171 -1.17535 -1.31 -0.74 -1.63 0.69
C 0.24968 0.51950 -2.24348 0.28 0.74 0.67 -0.98
C -1.20529 0.90877 -1.92937 -0.23 -1.03 -1.07 0.50
O -2.10190 0.41398 -2.55279 0.42 0.57 0.66 -0.52
O -1.35730 1.81842 -0.92027 0.10 -0.56 0.52 -0.47
N 1.73156 2.21843 -1.16059 -0.22 0.39 -0.13 0.50
C 1.28573 3.17695 -2.18266 0.29 -0.53 -1.35 -1.09
C 2.01629 2.94854 -3.54011 -1.06 1.15 0.58 -0.85
C 3.24141 3.81008 -3.77541 -0.13 -1.27 -1.30 0.84
F 3.37451 4.01033 -5.09551 0.00 0.12 -0.30 -0.29
F 4.34283 3.16293 -3.39780 0.40 0.32 0.60 -0.25
F 3.15957 5.02004 -3.22927 0.11 0.27 0.57 -0.27
C 2.61650 2.56147 -0.22150 0.87 1.78 -0.74 -0.13
B 3.30782 4.00693 -0.11138 -0.86 0.80 0.78 0.42
C 2.68887 5.02673 0.93408 0.26 -0.78 -0.20 -1.04
O 4.40223 4.34534 -0.83257 -0.66 -0.51 -0.63 -0.59
C 2.99945 1.68455 0.72975 0.68 -1.05 1.45 0.82
N 3.92154 2.12228 1.69467 0.36 0.06 -0.49 -0.58
H -1.87368 -1.77475 5.21117 0.00 0.03 0.01 0.37
H -1.01367 -1.19318 3.79651 0.07 -0.07 -0.26 -0.01
H -0.85193 -2.90448 4.37251 0.23 0.07 -0.25 0.31
H -3.68898 -1.66009 1.93291 0.06 0.26 0.15 0.35
H -2.00866 -1.19400 1.91397 0.34 -0.04 0.31 0.02
H -2.05244 -4.02947 1.70416 -0.08 -0.17 -0.10 0.40
H -3.42460 -3.48595 0.72849 -0.02 -0.21 -0.01 0.42
H -1.99705 -3.06761 -0.96170 0.05 0.23 -0.17 0.42
H -1.29552 -1.74161 -0.08096 -0.20 0.25 0.25 -0.59
H -0.27832 -4.54758 -0.45851 -0.14 -0.12 0.13 0.55
H 0.50520 -3.03097 -0.71464 0.07 -0.08 -0.06 0.40
H -0.11069 -3.27657 2.16508 -0.15 -0.02 -0.09 -0.21
H 0.71738 -4.69407 1.57685 -0.18 -0.06 0.10 0.36
H 2.64717 -3.52762 1.85301 0.12 0.07 0.11 0.47
H 2.19884 -2.65069 0.40452 0.11 -0.12 -0.06 0.46
H 1.69021 -1.77146 3.28144 0.13 -0.05 0.05 0.56
H 0.72976 -1.17373 1.96212 -0.06 0.27 -0.01 -0.04
H 3.14565 -0.12013 2.75007 0.39 0.11 -0.16 0.57
H 3.67642 -1.21972 1.43239 0.34 0.14 0.16 0.25
H 1.17215 -0.91540 -0.27629 -0.19 -0.16 -0.10 -0.17
H 0.53606 0.87285 -3.22862 -0.25 0.05 -0.16 0.38
H 0.30265 -0.56657 -2.29096 -0.24 -0.10 -0.02 -0.07
H -1.72510 1.34844 -0.14421 -0.19 0.46 -0.32 0.35
H 0.24249 2.99702 -2.40975 -0.15 -0.06 0.45 0.24
H 1.33113 4.21232 -1.86038 0.35 -0.07 0.34 0.76
H 2.20652 1.89929 -3.72587 0.46 -0.03 0.04 0.40
H 1.29486 3.25938 -4.29695 0.07 0.05 -0.11 0.48
H 2.24519 5.89970 0.45378 -0.02 0.12 0.15 0.42
H 3.52043 5.32521 1.57640 -0.01 0.35 -0.09 0.33
H 1.98040 4.53444 1.59754 -0.30 0.17 -0.10 0.31
H 4.28934 5.26280 -1.11130 0.76 0.26 0.31 0.33
H 4.79104 2.38326 1.24045 0.10 0.17 0.27 0.21
H 4.12465 1.39886 2.36721 0.10 0.12 0.12 0.29
C -1.28868 -2.25469 -5.04044 0.15 0.01 0.24 -1.03
C -1.58566 -2.61972 -6.29657 -0.05 0.39 0.21 0.40
C -1.34565 -4.02055 -6.78777 0.19 -0.50 0.18 0.87
O -1.65308 -4.29081 -7.92924 -0.10 0.28 -0.14 -0.59
C -0.75161 -4.97901 -5.86557 -0.06 0.03 -0.16 -0.88
C -0.45423 -4.60906 -4.61447 0.03 -0.41 -0.19 0.26
C -0.71844 -3.21829 -4.12034 -0.26 0.47 -0.28 0.81
O -0.43934 -2.95178 -2.96063 0.25 -0.12 -0.01 -0.34
O 0.09119 -5.44537 -3.73375 -0.04 0.30 0.14 -0.62
O -2.10558 -1.77900 -7.17595 0.05 -0.31 -0.15 -0.57
H -1.46052 -1.25206 -4.67416 -0.10 0.01 0.01 0.52
H -0.56758 -5.97869 -6.23269 0.00 -0.01 0.02 0.45
H 0.20255 -4.93495 -2.91115 0.01 -0.04 0.07 0.32
H -2.22617 -2.29033 -8.00012 -0.05 0.03 -0.06 0.36
C -2.26024 1.45063 5.01229 0.01 -0.02 -0.17 -1.02
C -2.56223 2.31015 5.99863 0.26 -0.41 -0.10 0.35
C -3.52820 3.44302 5.79008 -0.32 0.20 -0.40 0.85
O -3.77092 4.17282 6.72703 0.19 -0.07 0.27 -0.59
C -4.11700 3.60599 4.46891 0.01 0.06 0.11 -0.85
C -3.81161 2.74946 3.48673 -0.24 0.30 0.06 0.25
C -2.86564 1.60217 3.70824 0.18 -0.27 0.08 1.08
O -2.64180 0.84208 2.77224 -0.07 0.58 -0.09 -0.47
O -4.32659 2.86659 2.26359 0.24 -0.23 -0.02 -0.60
O -2.03459 2.21463 7.20496 -0.18 0.29 0.09 -0.57
H -1.57016 0.63293 5.15372 -0.01 -0.01 0.06 0.40
H -4.79699 4.43330 4.32330 -0.02 -0.01 -0.02 0.45
H -3.96032 2.13708 1.73301 -0.08 -0.06 0.05 0.32
H -2.41638 2.94788 7.72718 0.02 -0.02 0.08 0.36
```
Positions in Å, forces in eV/Å.

Values from the calculation:
* HOMO: -0.4188 Ha
* total energy: -70222.478 eV
* charge: +1
* gap between HOMO and LUMO: 7.843 eV

=====

[4]
The following is a quantum chemistry calculation of a gas-phase ion, C7H11N2O3 (charge +1) at a distorted geometry, from OMol25.

Geometry as XYZ:
```
23
Properties=species:S:1:pos:R:3:forces:R:3:nbo_charge:R:1
C 1.71373 0.35464 -0.32044 0.08 -0.02 -0.10 0.49
C 0.65545 -0.72539 -0.23210 0.07 -0.43 0.00 0.43
C -0.96130 0.83371 -0.34620 -5.77 0.56 0.92 0.93
C 1.18706 1.77182 -0.38313 1.14 0.55 0.23 -0.01
C 1.59721 2.53337 0.88489 -0.17 -0.07 -0.19 -0.62
C 0.25481 -3.11669 -0.02683 -0.68 -0.80 0.17 -0.44
C -3.31675 0.07056 -0.11890 -0.42 -0.84 0.00 -0.26
N -0.64308 -0.41677 -0.22688 0.13 -0.21 -0.01 -0.60
N 1.08017 -1.95173 -0.14177 0.57 0.89 -0.09 -0.42
O 2.87911 0.06780 -0.29946 -0.36 0.19 -0.02 -0.43
O -0.24264 1.87363 -0.51750 -0.64 0.13 -0.09 -0.40
O -2.46013 1.18375 -0.19189 6.30 -0.02 -0.86 -0.46
H 1.61171 2.28031 -1.25896 -0.16 -0.25 0.11 0.26
H 1.12620 2.09242 1.76142 -0.01 -0.04 0.08 0.23
H 1.28276 3.57166 0.80179 -0.01 -0.03 -0.02 0.25
H 2.67758 2.49235 0.99830 0.04 -0.03 -0.04 0.25
H 0.70938 -3.94572 -0.56960 -0.04 0.15 -0.03 0.24
H 0.16378 -3.40891 1.02329 0.01 0.06 -0.08 0.24
H -0.73819 -2.90190 -0.41893 0.12 -0.06 0.01 0.25
H -3.02590 -0.61057 0.68221 -0.09 0.05 -0.03 0.19
H -3.34730 -0.47095 -1.06764 -0.01 0.04 0.08 0.19
H -4.29746 0.49435 0.08794 0.05 -0.03 0.01 0.23
H 2.09379 -2.07176 -0.11961 -0.17 0.19 -0.04 0.45
```
Positions in Å, forces in eV/Å.

Values from the calculation:
* HOMO: -0.5389 Ha
* energy relative to the best compared isomer or geometry (same formula, charge and spin): 11.75 kcal/mol
* total energy: -16552.355 eV
* charge: +1
* SMILES: C/[NH+]=C1\N=C(OC)O[C@@H](C)C1=O
* gap between HOMO and LUMO: 9.149 eV

=====

[5]
The following is a quantum chemistry calculation of C3H7NO2 in the gas phase at a distorted geometry, from OMol25.

Geometry as XYZ:
```
13
Properties=species:S:1:pos:R:3:forces:R:3:nbo_charge:R:1
C 2.37888 0.24869 0.06194 0.12 0.07 -0.02 -0.26
O 1.17547 -0.47819 0.37256 -0.42 -0.01 0.06 -0.50
C 0.03190 0.11552 -0.01140 -0.49 0.45 -0.04 0.78
O 0.00716 1.15639 -0.62896 0.12 -0.36 0.25 -0.61
C -1.27362 -0.60242 0.39805 -0.36 0.07 -0.23 -0.36
N -2.45452 -0.04757 -0.27088 -0.06 0.03 -0.64 -0.85
H 3.20676 -0.35254 0.44299 -0.24 0.04 -0.05 0.20
H 2.37596 1.22898 0.54729 -0.08 -0.17 -0.07 0.20
H 2.48383 0.39274 -1.01656 -0.10 -0.06 0.16 0.20
H -1.73606 -0.27782 1.31870 2.01 -0.58 1.72 0.26
H -1.13451 -1.69838 0.32951 -0.37 0.65 0.11 0.22
H -2.20920 0.89791 -0.53246 -0.28 -0.02 -0.47 0.38
H -2.85204 -0.58330 -1.01079 0.16 -0.10 -0.78 0.36
```
Positions in Å, forces in eV/Å.

Values from the calculation:
* HOMO: -0.3388 Ha
* energy relative to the best compared isomer or geometry (same formula, charge and spin): 37.45 kcal/mol
* total energy: -8808.905 eV
* SMILES: COC(=O)CN
* gap between HOMO and LUMO: 10.138 eV

=====

[6]
The following is a quantum chemistry calculation of C18H18ClNOS in the gas phase at a distorted geometry, from OMol25.

Geometry as XYZ:
```
40
Properties=species:S:1:pos:R:3:forces:R:3:nbo_charge:R:1
C 1.11175 6.98757 -0.28979 1.18 1.69 -1.32 -0.62
C 1.46574 5.57769 -0.75183 0.47 3.69 0.72 -0.06
C 1.71483 4.50356 0.06774 -4.17 9.39 5.99 -0.19
C 2.16555 3.41374 -0.28702 2.86 -8.51 0.15 -0.27
C 2.23323 3.29648 -1.60148 3.32 -4.67 -4.56 -0.06
C 2.24952 4.29814 -2.50684 -0.43 -0.11 -3.63 -0.24
C 1.90289 5.55984 -1.99709 -1.52 -0.42 -7.36 -0.17
H 1.52566 6.27132 -2.96820 1.50 -1.11 3.41 0.22
H 2.34960 4.08057 -3.71970 -0.05 0.59 3.58 0.24
S 2.99087 1.64145 -2.25350 1.44 3.35 -2.57 0.22
C 2.40234 0.37705 -1.33300 -7.62 12.04 8.31 -0.51
C 0.75838 0.54535 -1.38892 0.80 0.78 7.82 -0.20
N -0.00854 -0.33979 -0.20215 -2.93 -2.12 -19.31 -0.59
C -0.34779 -1.67933 -0.72055 -1.56 4.03 1.71 0.64
O -0.58998 -1.89555 -1.90702 1.15 -0.40 1.95 -0.60
C -0.80559 -2.37316 0.50684 -2.93 -5.06 -0.96 -0.32
C -1.57851 -3.54260 0.35170 4.66 4.35 -6.30 -0.12
C -2.06468 -4.46294 1.21350 -3.74 -6.33 -7.82 -0.09
C -2.80189 -5.79260 0.58223 4.39 6.00 -0.16 -0.10
C -3.19529 -6.59729 1.54437 -3.75 -2.84 -1.37 -0.34
C -3.33975 -6.27603 2.83218 3.85 1.46 4.64 0.09
C -2.45909 -5.17374 3.36379 -3.63 -7.90 -8.01 -0.18
C -2.00913 -4.35384 2.46112 3.94 5.92 6.93 -0.17
H -1.44209 -3.41361 2.95596 -1.28 -1.87 -1.40 0.20
H -2.78114 -5.05497 4.19420 -2.13 2.39 11.08 0.19
Cl -4.03555 -7.54717 3.98651 0.64 1.80 -1.33 -0.05
H -3.87661 -7.38167 1.29459 0.19 -1.21 -0.67 0.23
H -2.75504 -5.95369 -0.52882 -0.29 0.13 1.47 0.24
H -1.51060 -3.80519 -0.79507 -0.78 0.22 2.20 0.23
H -0.76283 -2.06056 1.51707 0.81 1.19 0.55 0.21
H 0.25273 -0.28242 0.58251 5.01 1.00 14.03 0.32
H 0.31395 1.56625 -1.06842 1.45 -1.47 -1.35 0.22
H 0.43828 0.14222 -2.23064 -1.83 -1.40 -3.87 0.21
H 2.60154 0.68495 -0.07879 -0.16 -1.48 -3.28 0.15
H 2.63872 -0.47374 -1.48069 3.48 -10.84 -2.29 0.19
H 2.50433 2.52841 0.29675 -0.69 1.06 0.11 0.23
H 1.45008 4.85762 1.06489 0.39 -1.01 0.56 0.20
H 0.84537 6.92753 0.76581 -0.61 0.71 -0.19 0.21
H 0.36902 7.44321 -1.07724 0.92 -0.79 2.13 0.23
H 2.07969 7.75695 -0.39502 -2.37 -2.23 0.44 0.22
```
Positions in Å, forces in eV/Å.

Values from the calculation:
* HOMO: -0.2984 Ha
* energy relative to the best compared isomer or geometry (same formula, charge and spin): 308.89 kcal/mol
* total energy: -45840.540 eV
* SMILES: Cc1ccc(SCCNC(=O)/C=C/c2ccc(Cl)cc2)cc1
* gap between HOMO and LUMO: 7.217 eV